# 1
C29H34N4O6SSc as an isolated structure, computed with wB97M-V/def2-TZVPD.

Atoms and positions in Å:
Sc (-1.303, -0.069, -0.100)
C (-3.266, -3.927, -0.631)
C (-2.789, -2.537, -1.004)
O (-2.054, -1.960, -0.122)
C (-3.176, -2.011, -2.216)
C (-2.864, -0.706, -2.707)
C (-3.593, -0.195, -3.916)
N (-1.987, 0.047, -2.114)
N (-1.824, 1.339, -2.624)
C (-1.251, 2.141, -1.777)
O (-0.846, 1.839, -0.580)
C (-1.110, 3.558, -2.213)
C (-1.137, 3.934, -3.553)
C (-1.022, 5.269, -3.906)
C (-0.882, 6.245, -2.928)
C (-0.851, 5.876, -1.590)
C (-0.958, 4.541, -1.237)
H (-4.157, -3.855, -0.003)
H (-2.485, -4.418, -0.050)
H (-3.500, -4.526, -1.510)
H (-3.834, -2.611, -2.830)
H (-4.222, -0.971, -4.349)
H (-2.883, 0.171, -4.656)
H (-4.210, 0.650, -3.609)
H (-1.254, 3.164, -4.304)
H (-1.042, 5.558, -4.950)
H (-0.793, 7.288, -3.207)
H (-0.743, 6.634, -0.822)
H (-0.936, 4.225, -0.202)
C (7.041, -4.361, -0.118)
C (7.833, -4.313, -1.399)
O (8.813, -4.982, -1.607)
S (7.338, -3.124, -2.639)
C (5.767, -2.497, -2.072)
C (5.687, -1.332, -1.322)
C (4.455, -0.864, -0.898)
C (3.273, -1.543, -1.223)
C (3.376, -2.714, -1.994)
C (4.604, -3.181, -2.422)
C (1.990, -1.084, -0.815)
C (0.856, -0.738, -0.511)
H (5.976, -4.453, -0.313)
H (7.197, -3.427, 0.424)
H (7.390, -5.195, 0.488)
H (6.594, -0.796, -1.074)
H (4.394, 0.042, -0.309)
H (2.468, -3.241, -2.253)
H (4.676, -4.077, -3.025)
C (-1.692, 0.484, 5.315)
N (-1.481, -0.299, 4.110)
C (-2.693, -0.934, 3.596)
C (-0.560, 0.076, 3.174)
O (-0.779, -0.065, 1.975)
N (0.622, 0.617, 3.619)
C (1.322, 0.006, 4.739)
C (1.508, 1.117, 2.569)
H (-2.567, 1.130, 5.189)
H (-0.833, 1.112, 5.528)
H (-1.874, -0.180, 6.163)
H (-3.160, -1.485, 4.413)
H (-2.436, -1.617, 2.791)
H (-3.389, -0.192, 3.199)
H (0.654, -0.634, 5.308)
H (1.733, 0.774, 5.399)
H (2.149, -0.608, 4.369)
H (0.929, 1.661, 1.827)
H (2.024, 0.302, 2.053)
H (2.237, 1.786, 3.027)
C (-4.603, 2.565, 1.628)
O (-3.496, 1.675, 1.624)
C (-3.379, 0.769, 0.521)
O (-4.328, 0.733, -0.241)
H (-4.294, 3.474, 2.146)
H (-5.463, 2.125, 2.145)
H (-4.907, 2.797, 0.608)

- HOMO-LUMO gap (eV) = 6.59
- largest force on an atom (eV Å⁻¹) = 1.45
- charge = -1
- highest occupied orbital energy (eV) = -4.26

=====

# 2
An isolated ion of composition C13H21N2O and charge +1, computed with wB97M-V/def2-TZVPD.

Atoms and positions in Å:
C (0.477, 0.080, -1.583)
C (-2.198, -0.893, 0.469)
C (2.779, 0.435, 1.456)
C (3.971, -0.456, 1.149)
C (3.466, 0.907, -0.920)
C (1.621, -0.396, -0.453)
C (2.217, 0.915, 0.104)
C (3.854, -0.503, -0.487)
C (2.657, -1.235, -0.848)
C (-4.639, -0.570, 0.623)
C (-3.133, 0.881, 1.807)
C (-1.771, 0.137, -2.219)
C (-3.327, 0.102, 0.487)
N (-0.772, -0.142, -1.250)
N (-1.104, -0.988, -0.184)
O (0.879, 0.584, -2.589)
H (-2.414, -1.551, 1.337)
H (2.129, -0.144, 2.078)
H (3.176, 1.197, 2.022)
H (4.975, -0.019, 1.398)
H (4.148, -1.437, 1.760)
H (2.967, 0.993, -1.966)
H (4.156, 1.669, -0.743)
H (0.757, -0.894, 0.141)
H (1.613, 1.733, 0.035)
H (4.754, -0.843, -0.996)
H (2.433, -2.186, -1.249)
H (-4.749, -0.973, 1.607)
H (-4.766, -1.124, -0.229)
H (-5.397, 0.159, 0.659)
H (-2.171, 1.361, 2.005)
H (-3.372, 0.257, 2.609)
H (-3.882, 1.573, 1.918)
H (-1.252, 0.113, -3.256)
H (-2.522, -0.664, -2.255)
H (-2.367, 1.090, -2.121)
H (-3.195, 0.832, -0.315)

- HOMO-LUMO gap (eV) = 7.67
- largest force on an atom (eV Å⁻¹) = 4.52
- charge = +1
- highest occupied orbital energy (eV) = -13.04

=====

# 3
C5H8O2 as an isolated structure, computed with wB97M-V/def2-TZVPD.

Atoms and positions in Å:
O (0.270, -1.240, 1.930)
C (0.246, -0.011, 1.303)
C (-0.727, 0.156, 0.259)
C (-0.636, -0.939, -0.896)
C (0.389, 0.011, -1.453)
O (1.555, -0.258, -0.815)
C (-0.269, 1.210, -0.838)
H (1.129, -1.354, 2.353)
H (0.546, 0.850, 1.903)
H (1.881, 0.532, -0.343)
H (-1.760, 0.320, 0.570)
H (-0.287, -1.931, -0.609)
H (-1.574, -0.978, -1.454)
H (0.374, 2.042, -0.526)
H (-1.136, 1.589, -1.382)

- HOMO-LUMO gap (alpha / beta) (eV) = 8.01 / 7.81
- largest force on an atom (eV Å⁻¹) = 1.54
- highest occupied orbital energy (alpha / beta) (eV) = -7.23 / -7.10

=====

# 4
One molecule with the formula C4H10N2, computed with wB97M-V/def2-TZVPD.

Atoms and positions in Å:
H (-1.574, -2.008, -0.544)
N (-1.352, -1.717, 0.407)
C (-0.658, -0.672, 0.480)
C (-0.261, -0.192, 1.839)
C (-0.185, 0.100, -0.752)
C (0.519, 1.428, -0.456)
N (0.623, -0.827, -1.543)
H (0.823, -0.169, 1.932)
H (-0.639, 0.809, 2.019)
H (-0.667, -0.871, 2.580)
H (-1.083, 0.316, -1.356)
H (-0.157, 2.119, 0.049)
H (1.401, 1.276, 0.167)
H (0.839, 1.889, -1.394)
H (1.449, -1.085, -1.017)
H (0.921, -0.396, -2.410)

- HOMO-LUMO gap (eV) = 10.44
- largest force on an atom (eV Å⁻¹) = 0.85
- highest occupied orbital energy (eV) = -9.49

=====

# 5
A 3-piece molecular cluster, C3H9N3O6 overall, computed with wB97M-V/def2-TZVPD.

Atoms and positions in Å:
C (-2.576, -3.051, -0.497)
N (-3.817, -3.825, -0.724)
O (-3.714, -4.806, -1.444)
O (-4.854, -3.406, -0.253)
H (-2.677, -2.106, -1.027)
H (-1.711, -3.604, -0.840)
H (-2.438, -2.798, 0.551)
C (1.722, -1.352, 1.161)
N (0.758, -0.304, 0.754)
O (1.116, 0.843, 0.696)
O (-0.362, -0.687, 0.498)
H (1.826, -1.999, 0.292)
H (1.340, -1.873, 2.028)
H (2.691, -0.894, 1.334)
C (1.617, 3.689, -0.611)
N (2.066, 4.977, -0.030)
O (2.749, 4.983, 0.964)
O (1.654, 5.982, -0.585)
H (0.861, 3.286, 0.052)
H (2.482, 3.038, -0.707)
H (1.267, 3.908, -1.612)

- HOMO-LUMO gap (eV) = 10.58
- largest force on an atom (eV Å⁻¹) = 1.05
- highest occupied orbital energy (eV) = -10.99

=====

# 6
A 2-piece molecular cluster, C9H11ClNP overall, computed with wB97M-V/def2-TZVPD.

Atoms and positions in Å:
C (-1.608, -1.609, -1.988)
C (-0.540, -0.588, -1.677)
C (0.532, -0.324, -2.499)
C (1.470, 0.649, -2.154)
C (1.511, 1.190, -0.879)
C (0.548, 0.816, 0.057)
C (-0.584, 0.068, -0.375)
P (-1.787, -0.643, 0.929)
N (-1.003, -0.554, 2.251)
C (0.148, 0.255, 2.527)
C (0.559, 1.347, 1.516)
H (-1.122, -2.180, -2.876)
H (-1.611, -2.420, -1.214)
H (-2.607, -1.260, -2.149)
H (0.662, -0.775, -3.482)
H (2.293, 0.677, -2.832)
H (2.373, 1.928, -0.632)
H (0.997, -0.329, 2.944)
H (-0.285, 0.847, 3.396)
H (1.649, 1.582, 1.655)
H (-0.008, 2.316, 1.719)
Cl (-1.929, -0.549, 5.464)
H (-1.877, -1.421, 4.494)

- HOMO-LUMO gap (eV) = 8.52
- largest force on an atom (eV Å⁻¹) = 3.79
- highest occupied orbital energy (eV) = -8.89

=====

# 7
A 9-piece molecular cluster, C36H54O18 overall, computed with wB97M-V/def2-TZVPD.

Atoms and positions in Å:
O (-10.713, -9.736, -1.111)
C (-11.369, -9.551, -2.091)
C (-11.417, -10.423, -3.288)
C (-12.696, -10.058, -3.913)
C (-13.013, -8.690, -3.359)
O (-12.252, -8.524, -2.196)
H (-10.493, -10.246, -3.837)
H (-11.409, -11.456, -2.938)
H (-12.590, -10.077, -4.998)
H (-13.531, -10.718, -3.679)
H (-12.815, -7.891, -4.074)
H (-14.052, -8.563, -3.054)
O (-12.012, -15.574, 1.711)
C (-11.899, -14.659, 0.890)
C (-12.727, -14.589, -0.413)
C (-12.671, -13.072, -0.672)
C (-11.320, -12.681, -0.073)
O (-11.171, -13.643, 1.010)
H (-12.314, -15.119, -1.271)
H (-13.727, -14.924, -0.138)
H (-12.791, -12.729, -1.700)
H (-13.502, -12.620, -0.130)
H (-10.486, -12.812, -0.762)
H (-11.331, -11.667, 0.328)
O (-19.935, -16.246, -1.846)
C (-19.847, -17.256, -1.182)
C (-19.379, -18.611, -1.681)
C (-19.378, -19.530, -0.422)
C (-20.207, -18.741, 0.620)
O (-20.084, -17.344, 0.171)
H (-20.029, -19.078, -2.420)
H (-18.338, -18.609, -2.005)
H (-19.815, -20.491, -0.693)
H (-18.410, -19.755, 0.026)
H (-21.243, -19.082, 0.634)
H (-19.841, -18.833, 1.643)
O (-19.946, -12.551, 4.272)
C (-18.708, -12.384, 4.146)
C (-17.696, -12.050, 5.271)
C (-16.424, -12.471, 4.640)
C (-16.690, -12.128, 3.175)
O (-18.068, -12.455, 2.976)
H (-17.609, -10.969, 5.379)
H (-18.037, -12.635, 6.125)
H (-15.552, -11.934, 5.015)
H (-16.176, -13.528, 4.741)
H (-16.530, -11.086, 2.900)
H (-16.011, -12.753, 2.595)
O (-16.292, -17.750, -2.413)
C (-15.572, -17.024, -3.038)
C (-15.721, -16.668, -4.469)
C (-14.326, -15.979, -4.677)
C (-13.708, -15.826, -3.340)
O (-14.521, -16.439, -2.387)
H (-15.722, -17.544, -5.118)
H (-16.563, -15.994, -4.625)
H (-13.603, -16.447, -5.345)
H (-14.511, -15.066, -5.243)
H (-12.730, -16.295, -3.233)
H (-13.541, -14.778, -3.092)
O (-14.530, -10.009, -7.353)
C (-15.366, -10.769, -6.808)
C (-16.161, -10.465, -5.602)
C (-17.425, -11.300, -5.795)
C (-16.934, -12.470, -6.648)
O (-15.955, -11.854, -7.415)
H (-15.714, -10.818, -4.673)
H (-16.316, -9.386, -5.566)
H (-17.772, -11.625, -4.814)
H (-18.208, -10.797, -6.362)
H (-16.632, -13.322, -6.039)
H (-17.663, -12.846, -7.366)
O (-19.562, -11.552, -2.928)
C (-20.246, -12.005, -2.053)
C (-21.577, -12.822, -2.113)
C (-22.126, -12.656, -0.730)
C (-20.881, -12.608, 0.138)
O (-19.954, -11.926, -0.719)
H (-22.186, -12.356, -2.888)
H (-21.364, -13.857, -2.383)
H (-22.701, -11.738, -0.607)
H (-22.819, -13.430, -0.401)
H (-21.105, -11.983, 1.003)
H (-20.456, -13.531, 0.532)
O (-17.843, -18.479, 3.329)
C (-16.868, -17.860, 2.837)
C (-16.687, -17.469, 1.430)
C (-15.474, -16.541, 1.534)
C (-14.719, -16.943, 2.767)
O (-15.746, -17.509, 3.571)
H (-16.511, -18.358, 0.825)
H (-17.630, -17.100, 1.025)
H (-14.829, -16.645, 0.662)
H (-15.952, -15.564, 1.474)
H (-14.188, -17.822, 2.402)
H (-14.041, -16.176, 3.142)
O (-15.508, -12.881, -3.722)
C (-16.169, -13.018, -2.683)
C (-16.143, -12.077, -1.487)
C (-16.684, -13.043, -0.454)
C (-17.514, -14.065, -1.187)
O (-16.987, -14.072, -2.441)
H (-15.139, -11.676, -1.348)
H (-16.826, -11.239, -1.635)
H (-15.897, -13.522, 0.129)
H (-17.232, -12.566, 0.359)
H (-17.387, -15.041, -0.719)
H (-18.587, -13.905, -1.292)

- HOMO-LUMO gap (eV) = 10.35
- largest force on an atom (eV Å⁻¹) = 5.55
- highest occupied orbital energy (eV) = -10.17

=====

# 8
A 2-piece molecular cluster, C2H10N2 overall, computed with wB97M-V/def2-TZVPD.

Atoms and positions in Å:
C (-0.659, -1.162, -1.285)
C (0.600, -0.764, -0.542)
N (0.371, -0.873, 0.909)
H (-1.504, -0.708, -0.776)
H (-0.805, -2.234, -1.316)
H (-0.614, -0.837, -2.330)
H (0.836, 0.275, -0.750)
H (1.461, -1.383, -0.849)
H (1.200, -0.634, 1.441)
H (0.135, -1.833, 1.131)
N (-0.352, 2.437, 0.767)
H (-0.016, 1.729, 1.411)
H (-1.079, 2.954, 1.252)
H (0.406, 3.104, 0.646)

- HOMO-LUMO gap (eV) = 10.41
- largest force on an atom (eV Å⁻¹) = 0.64
- highest occupied orbital energy (eV) = -9.24